This record from the Open Molecules 2025 dataset describes a molecular structure, C6H18FNa3O8P2. The level of theory is the ωB97M-V functional and the def2-TZVPD basis.

For the molar mass, the calculation gives 368.1 g/mol. The LUMO energy (alpha / beta) comes out at -10.44 / -14.16 eV. The multiplicity is 2. Its total charge is +3. The total energy comes out at -57415.4974 eV.

The geometry in XYZ format:
```
38
Properties=species:S:1:pos:R:3:forces:R:3
F 0.04621 -2.68030 -0.71265 -0.116 -1.450 -0.985
O 1.84348 -0.73244 1.17464 0.381 -0.245 -2.619
C 2.74916 -3.42550 2.89298 0.656 -0.305 -0.547
O 2.64354 -0.11423 3.55593 -1.616 -2.025 -1.296
H 3.40748 -3.60304 3.74338 -0.375 0.528 0.325
P 1.60593 -0.94192 2.59127 0.566 -0.463 4.668
C -1.27052 -0.04379 -1.60184 -0.803 -0.027 0.085
H -1.75544 4.91286 -0.28906 0.530 -0.348 -0.006
H 4.24480 -0.27759 2.14770 -0.115 0.586 -0.059
O -1.36981 3.25512 -1.50797 -0.102 -1.424 -1.992
H -1.87664 3.28330 0.54765 0.610 0.080 -0.259
H 3.40526 -3.18767 2.05568 -0.006 0.780 -0.081
H -1.24797 -2.08166 3.13047 -0.042 -0.237 -0.344
H -2.80835 3.38127 -5.84163 0.321 0.411 0.469
C 4.00111 0.23384 3.07891 -0.874 1.018 0.743
C -0.97231 -1.29341 2.42992 0.044 0.099 0.866
H 3.87739 1.31549 3.13209 0.686 0.078 -1.240
Na -2.10636 -3.77368 -1.04245 0.010 0.618 0.354
H -2.25438 0.03211 -1.13884 0.253 0.430 0.637
H -0.68699 -1.66648 1.44629 0.167 -0.108 0.042
H -1.35772 -1.01829 -2.08231 0.746 0.200 -0.402
C -2.25448 2.59921 -5.32230 0.753 -1.064 -0.590
Na 2.03686 -1.37335 -1.24355 -0.328 0.232 1.038
O 0.10745 -0.57392 3.08790 1.672 -0.075 -0.970
H -2.87327 1.71269 -5.18345 -0.034 0.166 0.364
H -1.39129 2.27810 -5.90531 -0.013 0.118 -0.754
P -1.98819 2.33913 -2.66842 4.954 1.202 2.115
H -0.42142 0.02864 -0.92222 -0.398 -0.154 0.182
H -3.11109 3.87188 -0.51696 -0.031 -0.094 -0.230
O 1.67747 -2.49332 3.12489 0.169 0.732 -0.911
H 4.79056 0.06776 3.81190 -0.529 -0.829 0.337
H 2.40579 -4.41737 2.59904 -0.860 0.093 0.327
O -1.53746 3.01454 -4.13379 -2.391 -0.783 2.534
C -2.03201 3.86116 -0.36341 -1.523 0.459 0.102
Na 0.87318 -5.05019 -1.31287 0.383 0.268 0.284
O -3.45072 2.20631 -2.50295 -1.782 -0.242 -0.892
O -1.11495 0.98843 -2.59036 -1.209 1.526 -1.377
H -1.83436 -0.63361 2.33176 0.246 0.247 0.082
```
Forces are in eV/Å.